1.
Computed, not measured: 2 unconnected molecules or ions with the total composition C4H10S3 in a non-equilibrium geometry, with the ωB97M-V functional and the def2-TZVPD basis.

```
17
Properties=species:S:1:pos:R:3:forces:R:3:nbo_charge:R:1
S -1.94994 1.16463 -1.10536 0.427 -0.956 -0.213 0.00
S 0.15897 -2.00294 -0.61141 -0.111 1.215 -0.311 -0.06
S -0.42473 0.80392 1.55175 -0.632 -0.458 1.321 0.37
C 1.95123 -1.68332 -0.70797 -0.538 -0.735 1.229 -0.78
C -1.73990 -0.33233 2.10844 0.755 -1.305 0.991 -0.76
C -0.44339 0.82714 -0.13713 -1.738 -1.048 -1.434 -0.30
C 0.65390 1.58638 -0.70232 -0.179 2.489 -2.950 -0.71
H -2.60332 0.12051 2.52490 -0.424 1.149 0.686 0.23
H 0.26677 2.71982 -0.79435 1.167 -2.237 0.376 0.24
H -1.43771 0.84082 -2.36625 -0.303 0.229 1.323 0.15
H -2.17843 -0.90188 1.33522 0.116 -0.569 -1.501 0.25
H 2.26266 -1.06734 -1.54851 0.021 -0.870 -0.678 0.21
H -1.39313 -1.12644 2.84825 0.134 1.342 -0.882 0.24
H 1.53467 1.52104 -0.11186 0.969 0.069 0.286 0.23
H 2.33346 -2.78653 -0.59740 0.128 2.514 -0.298 0.25
H 2.17025 -0.98350 0.12786 0.298 -1.126 0.122 0.21
H 0.83866 1.30003 -1.81386 -0.091 0.297 1.934 0.24
```
Forces are in eV/Å.

Energy relative to the best compared isomer or geometry (same formula, charge and spin), kcal per mole: 82.2
HOMO-LUMO gap (alpha / beta), eV: 6.23 / 7.83
LUMO (alpha / beta), eV: -1.14 / -0.52
Highest occupied orbital energy (alpha / beta), hartree: -0.27085 / -0.30701
2S+1: 1


2.
Computed, not measured: 2 unconnected molecules or ions with the total composition C4H10Se in a non-equilibrium geometry, with the ωB97M-V functional and the def2-TZVPD basis.

```
15
Properties=species:S:1:pos:R:3:forces:R:3:nbo_charge:R:1
Se 0.16359 1.20457 3.13406 0.032 -0.320 -1.437 -0.48
C -1.73527 0.49265 0.06212 2.501 -0.192 -3.914 -0.69
C -0.35924 -0.17388 0.25858 -1.947 0.639 1.678 0.22
C 1.00594 0.00284 -0.23379 1.003 1.106 0.287 -0.53
C 1.35297 -0.69514 -1.53819 -1.972 1.808 -1.062 -0.58
H 0.75698 -0.13078 -2.29975 0.811 -0.433 0.071 0.20
H -0.61027 -1.08260 0.83349 0.893 0.117 -0.382 0.19
H -2.36627 -0.17675 -0.60525 0.520 0.573 1.049 0.24
H 2.41028 -0.57912 -1.73805 0.047 -0.519 -0.091 0.23
H 1.33143 1.06416 -0.34991 -0.641 -0.655 0.328 0.24
H 0.89752 -1.65297 -1.55328 0.450 -1.361 -0.109 0.21
H -2.01361 0.55019 1.03983 -1.766 0.180 2.508 0.26
H -0.74659 0.11881 2.85272 -0.441 -0.439 0.370 0.03
H 1.61735 -0.43998 0.53286 0.404 -0.005 0.433 0.25
H -1.70482 1.49800 -0.39545 0.106 -0.499 0.272 0.23
```
Forces are in eV/Å.

Energy relative to the best compared isomer or geometry (same formula, charge and spin), kcal per mole: 84.5
HOMO-LUMO gap, eV: 5.79
LUMO, eV: -1.83
Highest occupied orbital energy, hartree: -0.27982
2S+1: 1


3.
Computed, not measured: a molecular structure, C4H11AlNO in a non-equilibrium geometry, with the ωB97M-V functional and the def2-TZVPD basis.

```
18
Properties=species:S:1:pos:R:3:forces:R:3:nbo_charge:R:1
Al 3.24158 -0.82867 -0.47487 -0.536 -0.021 -0.222 1.36
O 1.12603 0.74141 0.64339 -0.086 0.509 0.616 -0.31
N 0.41800 -1.19338 -1.26093 -3.409 -1.056 -0.533 -0.57
C -0.18105 0.28014 0.59502 -0.297 -0.313 -1.496 -0.14
C -1.97906 -0.64322 -1.09338 -0.696 -0.614 -0.578 -0.56
C 1.49947 1.44402 1.84457 -0.116 0.149 1.400 -0.31
C -0.49063 -0.14103 -0.84457 1.618 0.453 0.582 -0.08
H -2.60284 0.26887 -1.05744 0.407 0.401 0.158 0.34
H -0.29750 -0.60657 1.26408 -0.097 0.091 0.417 0.32
H 1.98049 2.38878 1.55055 0.471 -0.316 -0.254 0.30
H -0.92502 0.99870 0.98761 0.162 0.216 0.081 0.33
H -2.35063 -1.37658 -0.37546 0.447 -0.159 0.024 0.28
H -2.09443 -1.00335 -2.12047 -0.111 -0.134 0.084 0.29
H 0.68331 1.71938 2.52012 -0.519 -0.231 -0.606 0.26
H -0.37589 0.66337 -1.58865 -0.304 0.349 0.349 0.32
H 0.10924 -2.09167 -0.83862 1.168 0.044 0.737 0.45
H 0.12615 -1.41309 -2.23258 1.352 0.395 -0.439 0.46
H 2.11276 0.79289 2.48163 0.545 0.234 -0.321 0.26
```
Forces are in eV/Å.

Energy relative to the best compared isomer or geometry (same formula, charge and spin), kcal per mole: 33.5
HOMO-LUMO gap, eV: 4.36
LUMO, eV: -19.32
Total charge: +3
Highest occupied orbital energy, hartree: -0.87023
2S+1: 1


4.
Computed, not measured: a molecular structure, C4H11BBrCaLiNNaO10S in a non-equilibrium geometry, with the ωB97M-V functional and the def2-TZVPD basis.

```
32
Properties=species:S:1:pos:R:3:forces:R:3:nbo_charge:R:1
Br 1.23977 -2.93785 -0.76869 1.516 -6.099 1.258 -0.32
Ca 0.25883 2.89040 2.22916 1.726 -1.593 -1.444 1.81
S -0.49007 1.04989 0.07125 -2.182 4.588 2.903 1.91
Na -0.05894 -2.24182 -4.62197 -1.315 -0.069 -0.347 0.91
O 0.77773 -1.14269 -1.30026 -2.240 6.555 -1.733 -1.02
O -2.51772 -0.35702 -6.09001 0.406 -0.159 0.410 -0.52
O -1.09344 0.38998 1.31171 1.242 1.237 -2.523 -0.98
O -1.87052 -0.88545 -8.06461 0.539 -0.032 0.493 -0.45
O -1.36686 2.35381 -0.29670 2.904 -4.050 1.171 -0.99
O -0.49275 -1.06378 -6.41300 1.180 -0.516 0.780 -0.72
O 0.92057 1.55860 0.41373 -2.485 -0.806 -0.514 -1.03
O 2.01923 -0.03113 5.68984 -0.511 -0.081 -0.174 -0.51
O -1.45577 -0.57347 -2.18829 2.363 1.333 1.768 -0.76
O 3.64616 2.02724 2.25666 -1.306 0.886 0.730 -1.30
N -1.63662 -0.76570 -6.86217 -1.751 0.355 -1.238 0.72
C 0.95194 -0.16759 5.13142 0.682 0.086 0.343 0.57
C -0.33019 -0.29292 5.91451 0.141 -0.003 0.371 -0.72
C -1.71263 0.55097 -3.08727 -2.117 0.959 -1.404 -0.31
C 0.85311 -0.21904 3.62692 0.890 -0.074 0.180 -0.70
B -0.43616 -0.28314 -1.25443 -0.492 -1.585 -2.811 0.99
Li 2.10365 -1.42643 -3.52400 1.088 -0.054 0.255 0.58
H 0.43114 -1.17562 3.31410 -0.351 0.267 -0.158 0.25
H -1.00690 0.52509 5.65584 -0.165 -0.169 -0.084 0.21
H 1.49823 -0.70202 -1.85226 -0.431 0.612 0.810 0.40
H 1.85149 -0.11581 3.19289 -0.077 0.172 0.034 0.29
H -0.80278 -1.25411 5.70282 -0.159 0.146 -0.115 0.24
H -2.14057 1.46533 -2.55686 0.948 -1.244 -0.393 0.23
H -0.82642 0.82879 -3.74180 -0.817 -0.460 1.032 0.19
H -0.10869 -0.23923 6.98187 -0.004 0.009 -0.131 0.24
H -2.53440 0.20033 -3.79980 1.332 0.376 0.956 0.25
H 4.10203 1.43069 1.66442 -0.212 -0.218 -0.406 0.41
H 0.22756 0.60375 3.26493 -0.343 -0.367 -0.017 0.13
```
Forces are in eV/Å.

HOMO-LUMO gap, eV: 4.28
LUMO, eV: -2.53
Highest occupied orbital energy, hartree: -0.24994
2S+1: 1


5.
Computed, not measured: 2 unconnected molecules or ions with the total composition C4H11BFN2O6S in a non-equilibrium geometry, with the ωB97M-V functional and the def2-TZVPD basis.

```
26
Properties=species:S:1:pos:R:3:forces:R:3:nbo_charge:R:1
S -1.96676 0.43732 -1.46533 -2.908 -1.193 -3.460 2.36
F -1.90693 -0.58465 -0.17506 0.417 2.174 -1.736 -0.45
O -3.39011 0.75113 -1.73133 3.417 -0.552 1.388 -0.87
O 0.59650 1.99834 0.87279 -0.942 -1.131 -2.318 -0.90
O 0.33325 -1.86738 2.87300 0.157 -0.056 -0.258 -0.81
O -1.27088 -0.21477 -2.59770 -0.931 1.324 3.093 -0.87
O -1.39137 2.93119 -1.68856 -0.116 1.001 -0.835 -0.51
O 0.03475 -3.92260 1.95295 0.157 0.294 0.075 -0.79
N -1.20093 1.85774 -0.86240 0.087 -2.761 1.142 -0.61
N 1.27982 1.10772 -1.38425 0.249 0.956 0.358 -0.79
C 1.60662 -0.30180 -1.01403 -0.496 -0.926 0.019 -0.42
C -0.32806 -2.89322 2.56908 0.133 -0.043 -0.075 0.75
C -1.79418 -2.88848 3.01277 -0.449 0.208 0.233 -0.73
C 2.53999 1.89052 -1.36448 1.173 0.264 -0.129 -0.42
B 0.25359 1.65623 -0.47715 1.845 -0.047 2.022 1.25
H -2.04593 -1.96641 3.54169 0.036 -0.020 -0.017 0.19
H -0.68838 2.99064 -2.36763 -0.159 -0.609 0.157 0.47
H 2.26743 -0.75442 -1.80234 -0.578 0.550 0.691 0.20
H 2.69305 2.52068 -0.44692 -0.269 -0.599 -0.603 0.20
H 3.41160 1.17353 -1.40364 -0.896 0.779 0.051 0.20
H 2.11695 -0.36324 -0.00809 -0.591 -0.006 -0.949 0.21
H 0.66826 -0.92708 -1.00416 1.020 0.611 0.174 0.23
H -2.44528 -2.97572 2.13919 0.005 -0.139 0.034 0.20
H -0.05715 1.50612 1.40581 0.110 0.646 0.331 0.52
H 2.66916 2.57138 -2.25432 -0.439 -0.665 0.738 0.19
H -1.98501 -3.73278 3.68010 -0.031 -0.059 -0.128 0.20
```
Forces are in eV/Å.

HOMO-LUMO gap, eV: 6.13
LUMO, eV: 2.05
Total charge: -1
Highest occupied orbital energy, hartree: -0.15006
2S+1: 1


6.
Computed, not measured: 2 unconnected molecules or ions with the total composition C4H11BO3 in a non-equilibrium geometry, with the ωB97M-V functional and the def2-TZVPD basis.

```
19
Properties=species:S:1:pos:R:3:forces:R:3:nbo_charge:R:1
O -0.10968 -1.02100 -1.20216 -0.254 -0.784 -0.173 -0.71
O 0.58874 2.32167 0.48341 0.239 0.019 0.160 -0.37
O 0.23062 -1.44200 1.14833 -0.138 0.763 -0.961 -0.71
C -0.48356 1.63714 0.18786 1.160 -1.938 6.491 -0.09
C 1.10328 2.27838 1.69560 3.079 1.976 -0.398 -0.14
C -1.03682 -0.88908 -2.28741 3.493 0.489 -1.469 -0.24
C 1.59363 -0.99110 1.08393 1.144 -0.482 0.643 -0.27
B -0.56304 -1.39711 0.00876 0.748 0.538 1.370 0.94
H 1.85473 -0.08780 1.78061 -0.854 -1.950 -0.919 0.19
H -1.90349 -1.47249 -2.32409 -1.107 -1.379 0.605 0.18
H 1.87503 -0.65536 0.07572 -0.187 -0.215 0.193 0.19
H -0.91811 1.05250 1.04662 0.338 0.629 -1.165 0.14
H -0.94200 1.74640 -0.64981 -2.372 1.020 -5.258 0.15
H -1.70172 -1.56036 0.17993 -0.822 -0.472 0.114 -0.13
H 2.12774 2.75197 1.78467 -1.615 -0.614 -0.226 0.17
H -0.37975 -1.12099 -3.20130 -1.338 0.518 1.050 0.19
H -1.32748 0.13304 -2.27533 -0.323 0.962 -0.466 0.17
H 0.69126 1.75415 2.50682 -0.896 -0.710 0.548 0.16
H 2.18561 -1.93539 1.33541 -0.295 1.632 -0.141 0.19
```
Forces are in eV/Å.

Energy relative to the best compared isomer or geometry (same formula, charge and spin), kcal per mole: 106.1
HOMO-LUMO gap (alpha / beta), eV: 8.31 / 8.25
LUMO (alpha / beta), eV: 0.73 / 0.72
Highest occupied orbital energy (alpha / beta), hartree: -0.27832 / -0.27652
2S+1: 1


Q: Number 2 is which compound?
A: C4H10Se


Q: Which value of 2S+1 does entry 6 give?
A: 1


Q: What is the 2S+1 in the fifth record?
A: 1